P.
A single C10H14N2 molecule. Source: OMol25; level of theory: ωB97M-V/def2-TZVPD.

Element x y z (Å)
1 C -2.95453 -1.04169 -1.24978
2 N -2.64323 0.36019 -1.06114
3 H -3.17810 0.91319 -1.72332
4 C -2.89833 0.84936 0.28120
5 C -1.86537 0.31353 1.28240
6 C -0.47633 0.60795 0.82621
7 C 0.47923 -0.30927 0.70153
8 C 1.84804 -0.07732 0.26949
9 C 2.79653 -1.09673 0.38613
10 C 4.10007 -0.87202 -0.01601
11 C 4.42326 0.37449 -0.53049
12 N 3.53864 1.34964 -0.66186
13 C 2.29720 1.12920 -0.27853
14 H 1.61968 1.95916 -0.42495
15 H 5.42872 0.60664 -0.85632
16 H 4.84907 -1.64501 0.06721
17 H 2.50714 -2.05573 0.79498
18 H 0.25626 -1.33864 0.96006
19 H -0.28345 1.64417 0.58953
20 H -1.99785 -0.75930 1.42648
21 H -2.04624 0.80644 2.24279
22 H -3.90980 0.58254 0.64087
23 H -2.82574 1.93972 0.25081
24 H -2.24225 -1.64497 -0.68918
25 H -3.97234 -1.30907 -0.92332
26 H -2.85029 -1.28648 -2.30480

Values from the calculation:
HOMO energy (Eh): -0.311
Molecular weight (g mol⁻¹): 162.24
Frontier orbital gap (eV): 9.33
Structure (SMILES): CNCC/C=C/c1cccnc1

Löwdin atomic charge list, values in e, 2 entries: atom 1 (C): -0.136, atom 2 (N): -0.135

=====

Q.
A single C10H14N2 molecule. Source: OMol25; level of theory: ωB97M-V/def2-TZVPD.

Element x y z (Å)
1 C -2.54474 1.80526 0.12582
2 C -3.29442 0.69376 0.10594
3 C -1.14436 1.77416 -0.12801
4 C -2.70679 -0.53412 -0.13012
5 C -0.54060 0.51485 -0.12701
6 C -1.36119 -0.65534 -0.12515
7 C 0.88322 -1.33464 0.02274
8 C 0.95106 0.24456 -0.10628
9 C 1.75785 0.82459 1.10224
10 C 1.63103 0.72276 -1.36986
11 N -0.69743 -1.82064 -0.37770
12 N -0.98935 -3.05437 0.24805
13 H -2.83251 2.83047 0.27496
14 H -4.31518 0.82932 0.20059
15 H -0.75620 2.77528 -0.14649
16 H -3.20234 -1.40664 -0.18167
17 H 1.64517 -1.96180 -0.64882
18 H 1.02130 -1.73638 1.12135
19 H 2.81844 0.82545 0.84422
20 H 1.39522 0.48732 2.00940
21 H 1.61979 1.86140 0.99712
22 H 1.72512 0.01167 -2.21875
23 H 2.60416 1.09711 -1.23581
24 H 1.10838 1.46344 -1.85710
25 H -0.75428 -3.83451 -0.34516
26 H -0.47281 -3.09550 1.14525

Values from the calculation:
HOMO energy (Eh): -0.286
Molecular weight (g mol⁻¹): 162.24
Frontier orbital gap (eV): 8.59
Structure (SMILES): CC1(C)CN(N)c2ccccc21

Löwdin atomic charge list, values in e, 2 entries: atom 1 (C): -0.107, atom 2 (C): -0.091

=====

Decreasing stability: P, Q

=====

P.
4 unconnected molecules or ions with the total composition CH9NO3. Source: OMol25; level of theory: ωB97M-V/def2-TZVPD.

Element x y z (Å)
1 C -2.28425 -0.21438 0.24612
2 N -1.47160 -1.15151 -0.39443
3 H -2.22142 -0.34686 1.34725
4 H -2.03247 0.86843 0.14517
5 H -3.35191 -0.26045 0.00745
6 H 0.86152 0.94054 -0.53439
7 H -0.30464 0.12428 -0.88608
8 O 0.29374 0.78358 -1.30227
9 H 2.88083 -1.54133 0.07194
10 H -2.10911 -1.78950 -0.87546
11 O 2.13594 -0.96096 0.19528
12 H 2.37513 0.02450 0.42639
13 H 2.77144 2.05617 1.12703
14 O 2.45681 1.46747 0.42601

Values from the calculation:
HOMO energy (Eh): -0.316
Molecular weight (g mol⁻¹): 83.09
Frontier orbital gap (eV): 3.40

Löwdin atomic charge list, values in e, 2 entries: atom 1 (C): -0.163, atom 2 (N): 0.178

=====

Q.
4 unconnected molecules or ions with the total composition CH9NO3. Source: OMol25; level of theory: ωB97M-V/def2-TZVPD.

Element x y z (Å)
1 C -1.91085 -2.23025 1.34001
2 N -0.85727 -1.55552 1.16341
3 H -2.94249 -1.69927 1.18871
4 H -2.08070 -3.26835 1.57432
5 H 0.04749 -1.91759 1.23074
6 H 2.95651 -0.20710 -0.15667
7 H 2.13176 1.10566 -0.65438
8 O 3.01952 0.59888 -0.65200
9 H -0.91151 0.33440 -0.40363
10 H -1.37962 1.47262 0.52090
11 O -0.77019 1.24645 -0.17111
12 H 0.20890 1.84838 -1.25454
13 H 1.44224 2.57571 -1.97358
14 O 1.04622 1.69599 -1.75217

Values from the calculation:
HOMO energy (Eh): -0.364
Molecular weight (g mol⁻¹): 83.09
Frontier orbital gap (eV): 10.57
Structure (SMILES): C=N.O.O.O

Löwdin atomic charge list, values in e, 2 entries: atom 1 (C): -0.126, atom 2 (N): 0.033

=====

Decreasing stability: Q, P

=====

P.
A single C4H5NO2 molecule. Source: OMol25; level of theory: ωB97M-V/def2-TZVPD.

Element x y z (Å)
1 C -0.56837 -0.90993 -0.93113
2 C 0.00717 -0.27449 1.27115
3 N 1.29460 -0.36769 1.43880
4 C -1.21867 1.37987 -0.18971
5 O 0.59863 -1.03409 -1.60889
6 C -0.56311 0.25204 0.07716
7 O -1.49749 -1.62198 -1.14988
8 H 1.22637 -0.33815 -1.37815
9 H 1.64453 -0.78722 2.28726
10 H 2.01953 -0.02207 0.80250
11 H -1.24330 2.18838 0.52065
12 H -1.69988 1.53535 -1.13977

Values from the calculation:
HOMO energy (Eh): -0.305
Molecular weight (g mol⁻¹): 99.09
Frontier orbital gap (eV): 8.51

Löwdin atomic charge list, values in e, 2 entries: atom 1 (C): -0.503, atom 2 (C): -0.056

=====

Q.
A single C4H5NO2 molecule. Source: OMol25; level of theory: ωB97M-V/def2-TZVPD.

Element x y z (Å)
1 C 1.07013 0.11914 0.02365
2 C 0.34319 -0.96327 -0.13138
3 C -0.79423 1.53077 -0.01839
4 C -0.17664 -2.15107 -0.06102
5 O 2.42672 0.14325 -0.03688
6 N -1.65375 0.64172 0.18377
7 O 0.54184 1.38402 0.16297
8 H 2.70821 1.06712 -0.01514
9 H -2.61704 0.94717 0.11704
10 H -0.98195 2.60357 -0.16356
11 H -0.34774 -2.65000 0.88178
12 H -0.51872 -2.67242 -0.94285

Values from the calculation:
HOMO energy (Eh): -0.311
Molecular weight (g mol⁻¹): 99.09
Frontier orbital gap (eV): 9.21
Structure (SMILES): [H]/N=C/OC(O)=C=C

Löwdin atomic charge list, values in e, 2 entries: atom 1 (C): -0.388, atom 2 (C): -0.046

=====

R.
A single C4H5NO2 molecule. Source: OMol25; level of theory: ωB97M-V/def2-TZVPD.

Element x y z (Å)
1 O -0.36316 -1.65369 -1.10053
2 C -0.42878 -0.55446 -1.70310
3 C 0.04741 0.65315 -1.03598
4 O 0.35150 1.75835 -1.45547
5 N -0.05311 0.33519 0.32139
6 C 0.40542 1.04650 1.36910
7 C -0.03178 -1.00608 0.69506
8 H -0.98319 -0.47141 -2.64284
9 H -0.10501 0.96641 2.31907
10 H 1.14418 1.81850 1.18100
11 H 0.93444 -1.44694 0.90528
12 H -0.91791 -1.44551 1.14702

Values from the calculation:
HOMO energy (spin up / spin down) (Eh): -0.270 / -0.285
Molecular weight (g mol⁻¹): 99.09
Frontier orbital gap (spin up / spin down) (eV): 6.92 / 7.65

Löwdin atomic charge list, values in e, 2 entries: atom 1 (O): 0.005, atom 2 (C): -0.114

=====

S.
A single C4H5NO2 molecule. Source: OMol25; level of theory: ωB97M-V/def2-TZVPD.

Element x y z (Å)
1 O -1.73057 -0.38487 0.91306
2 C -0.99421 -1.27383 0.55125
3 C 0.01524 1.02269 -1.21920
4 C 0.60711 1.10069 0.18687
5 N 1.23814 -0.15453 0.52780
6 C 0.51259 -1.19417 0.58491
7 O -0.13469 -0.00186 -1.83393
8 H -1.40242 -2.24720 0.21472
9 H -0.29409 1.99307 -1.65362
10 H 1.36259 1.89506 0.18746
11 H -0.20142 1.40449 0.86582
12 H 1.02174 -2.15953 0.67487

Values from the calculation:
HOMO energy (Eh): -0.351
Molecular weight (g mol⁻¹): 99.09
Frontier orbital gap (eV): 9.23
Structure (SMILES): O=C/C=N\CC=O

Löwdin atomic charge list, values in e, 2 entries: atom 1 (O): 0.052, atom 2 (C): -0.223

=====

Decreasing stability: S, P, Q, R

=====

P.
A single C4H5NO2 molecule. Source: OMol25; level of theory: ωB97M-V/def2-TZVPD.

Element x y z (Å)
1 O 0.29301 -2.01893 1.68813
2 C 0.44091 -0.85036 1.43185
3 C 0.59790 -0.34632 0.01051
4 C -0.72312 -0.42125 -0.80613
5 N -1.09734 0.97596 -1.02831
6 C -0.15945 1.67146 -0.54726
7 O 0.90124 1.05643 0.03950
8 H 0.45195 -0.06289 2.21405
9 H 1.42546 -0.87895 -0.46702
10 H -0.58429 -0.92346 -1.76820
11 H -1.51333 -0.95142 -0.26536
12 H -0.10212 2.75505 -0.55454

Values from the calculation:
HOMO energy (Eh): -0.364
Molecular weight (g mol⁻¹): 99.09
Frontier orbital gap (eV): 10.58
Structure (SMILES): O=C[C@H]1CN=CO1

Löwdin atomic charge list, values in e, 2 entries: atom 1 (O): 0.072, atom 2 (C): -0.197

=====

Q.
A single C4H5NO2 molecule. Source: OMol25; level of theory: ωB97M-V/def2-TZVPD.

Element x y z (Å)
1 C -0.14503 1.09608 -1.27626
2 C 0.24772 0.17096 -0.12088
3 C -0.10077 -1.30109 -0.18943
4 O -0.20311 -1.87702 0.87202
5 C -0.08167 -0.27419 2.11396
6 O -0.09847 -0.74829 3.18603
7 N -0.05792 0.59346 1.22354
8 H -1.19822 1.39108 -1.25341
9 H 0.45202 2.01037 -1.21464
10 H 0.06777 0.63787 -2.25378
11 H -0.21123 -1.88554 -1.10975
12 H 1.32890 0.18630 0.02260

Values from the calculation:
HOMO energy (Eh): -0.358
Molecular weight (g mol⁻¹): 99.09
Frontier orbital gap (eV): 9.94
Structure (SMILES): C[C@H](C=O)N=C=O

Löwdin atomic charge list, values in e, 2 entries: atom 1 (C): -0.040, atom 2 (C): -0.357

=====

Decreasing stability: P, Q

=====

P.
A single C4H5NO2 molecule. Source: OMol25; level of theory: ωB97M-V/def2-TZVPD.

Element x y z (Å)
1 C -0.92790 0.16764 0.64565
2 C 0.47331 0.62657 0.34166
3 C 0.89913 0.01740 -0.98058
4 C -1.13731 -1.11506 -0.11747
5 N 1.21265 1.15091 1.21487
6 O 0.06638 -0.04770 -1.90222
7 O -2.08858 -1.63312 -0.57502
8 H 2.18544 1.24843 0.92632
9 H 1.95082 0.23689 -1.24741
10 H 0.06946 -1.51031 -0.32612
11 H -1.03781 -0.04258 1.71181
12 H -1.66559 0.90094 0.30851

Values from the calculation:
HOMO energy (spin up / spin down) (Eh): -0.362 / -0.362
Molecular weight (g mol⁻¹): 99.09
Frontier orbital gap (spin up / spin down) (eV): 8.84 / 8.84
Structure (SMILES): [H]/N=C(\C=O)CC=O

Löwdin atomic charge list, values in e, 2 entries: atom 1 (C): -0.090, atom 2 (C): -0.354

=====

Q.
A single C4H5NO2 molecule. Source: OMol25; level of theory: ωB97M-V/def2-TZVPD.

Element x y z (Å)
1 C 0.01733 1.46738 -0.17729
2 C -1.07787 0.24080 0.04273
3 C 1.18807 0.67867 -0.31330
4 C 0.89297 -0.80044 0.08695
5 N -0.46657 -0.98648 0.49821
6 O -1.37739 -1.16308 -0.67557
7 O -2.18379 0.89065 0.52587
8 H 0.82041 0.86387 -1.35675
9 H 2.17602 0.94902 -0.18653
10 H 1.27651 -1.63468 -0.53040
11 H 1.47138 -0.76783 1.03047
12 H -2.73706 0.26212 1.05562

Values from the calculation:
HOMO energy (Eh): -0.350
Molecular weight (g mol⁻¹): 99.09
Frontier orbital gap (eV): 9.29

Löwdin atomic charge list, values in e, 2 entries: atom 1 (C): 0.173, atom 2 (C): -0.418

=====

Decreasing stability: P, Q

=====

P.
A single C4H5NO2 molecule. Source: OMol25; level of theory: ωB97M-V/def2-TZVPD.

Element x y z (Å)
1 O -2.19180 0.23468 1.03901
2 C -1.69917 -0.26944 0.06338
3 C -0.37845 0.18423 -0.54788
4 C 0.53705 0.95156 0.42280
5 N 1.64877 0.03238 0.68597
6 C 1.45754 -0.96890 -0.05798
7 O 0.36915 -1.00358 -0.87675
8 H -2.18261 -1.11388 -0.46933
9 H -0.58821 0.72049 -1.48100
10 H 0.92371 1.88205 -0.00389
11 H 0.00812 1.19482 1.34877
12 H 2.09590 -1.84441 -0.12311

Values from the calculation:
HOMO energy (Eh): -0.364
Molecular weight (g mol⁻¹): 99.09
Frontier orbital gap (eV): 10.58
Structure (SMILES): O=C[C@H]1CN=CO1

Löwdin atomic charge list, values in e, 2 entries: atom 1 (O): 0.077, atom 2 (C): -0.185

=====

Q.
A single C4H5NO2 molecule. Source: OMol25; level of theory: ωB97M-V/def2-TZVPD.

Element x y z (Å)
1 C -1.49980 0.00563 -0.09030
2 C 0.42634 1.25940 -0.09126
3 C 0.64394 -0.11949 -0.41104
4 C 0.41044 -1.27235 0.49508
5 H 0.85781 1.78200 0.81880
6 H 0.60891 1.89854 -0.97460
7 H 1.31472 -0.10076 -1.32432
8 H 0.90108 -2.27407 0.20413
9 H 0.61241 -1.18970 1.62773
10 N -0.57789 -0.91309 -0.49861
11 O -2.67164 -0.32978 -0.09362
12 O -1.02633 1.25366 0.33801

Values from the calculation:
HOMO energy (Eh): -0.374
Molecular weight (g mol⁻¹): 99.09
Frontier orbital gap (eV): 10.95
Structure (SMILES): O=C1OC[C@H]2CN12

Löwdin atomic charge list, values in e, 2 entries: atom 1 (C): -0.516, atom 2 (C): -0.094

=====

R.
A single C4H5NO2 molecule. Source: OMol25; level of theory: ωB97M-V/def2-TZVPD.

Element x y z (Å)
1 N 0.62141 1.71263 0.63090
2 C 0.37595 0.45658 -0.00483
3 C -1.05444 -0.03412 -0.16811
4 C -0.99763 -1.53619 -0.16934
5 O -0.10661 -2.11513 -0.75093
6 C 1.43580 -0.28960 -0.30574
7 O 2.44386 -0.86251 -0.46910
8 H 0.77495 2.44681 -0.05289
9 H 1.41833 1.65547 1.25824
10 H -1.65780 0.32915 0.66953
11 H -1.53587 0.35707 -1.08341
12 H -1.71796 -2.12017 0.44566

Values from the calculation:
HOMO energy (Eh): -0.308
Molecular weight (g mol⁻¹): 99.09
Frontier orbital gap (eV): 9.08
Structure (SMILES): NC(=C=O)CC=O

Löwdin atomic charge list, values in e, 2 entries: atom 1 (N): 0.057, atom 2 (C): -0.333

=====

S.
A single C4H5NO2 molecule. Source: OMol25; level of theory: ωB97M-V/def2-TZVPD.

Element x y z (Å)
1 C -0.07734 -1.10148 -2.39815
2 C -0.73464 -0.57667 -1.27318
3 C 0.14496 0.00070 -0.39008
4 C 0.12867 1.23505 1.48358
5 H -0.48147 -1.67011 -3.30845
6 H 0.93050 -0.61199 -2.58305
7 H -1.79981 -0.65588 -1.30067
8 H 1.10555 -0.03576 -0.87132
9 H 0.09260 2.02210 2.05677
10 N 0.30936 0.01839 1.88599
11 O -0.09551 1.23287 0.17904
12 O 0.24767 -0.79820 0.85493

Values from the calculation:
HOMO energy (Eh): -0.322
Molecular weight (g mol⁻¹): 99.09
Frontier orbital gap (eV): 9.40
Structure (SMILES): C=C[C@H]1OC=NO1

Löwdin atomic charge list, values in e, 2 entries: atom 1 (C): 0.077, atom 2 (C): -0.077

=====

Decreasing stability: P, R, Q, S